No. 1
The following is a DFT calculation (ωB97M-V with the def2-TZVPD basis set) of O4S4 as an isolated structure.

- Frontier orbital gap (alpha / beta): 5.55 / 5.55 eV

```
! RIJCOSX wB97M-V def2-TZVPD def2/J DEFGRID3
* xyz -2 1
O -1.2673 -1.9696 -1.6825
O 0.1609 3.3301 0.4656
O 0.4200 -3.5306 -0.8996
O -0.6945 2.0964 2.4207
S 1.3208 -0.4342 -1.0996
S 1.5327 0.2109 0.7891
S -0.2656 -2.2519 -0.6430
S -0.3862 2.0730 1.0135
*
```

=====

No. 2
The following is a DFT calculation (ωB97M-V with the def2-TZVPD basis set) of C35H33AsN5O4Pt as an isolated structure.

- Frontier orbital gap: 7.76 eV

```
! RIJCOSX wB97M-V def2-TZVPD def2/J DEFGRID3
* xyz 1 1
Pt 0.1869 0.7563 -0.0716
O -0.2650 -1.5535 -1.4198
C -0.6704 -1.7012 -2.5649
C -0.6859 -0.5880 -3.5698
C -2.0214 0.1382 -3.2686
C -3.2802 -0.7468 -3.1680
C -3.3713 -1.6676 -1.9328
C -2.5905 -2.9901 -2.0612
N -1.4092 -2.8017 -2.9228
H -0.6771 -0.9708 -4.5918
H 0.1597 0.0866 -3.4335
H -2.1795 0.8991 -4.0337
H -1.9111 0.6665 -2.3169
H -3.4072 -1.3301 -4.0874
H -4.1323 -0.0663 -3.1378
H -4.4202 -1.9022 -1.7427
H -3.0167 -1.1123 -1.0596
H -3.1986 -3.7685 -2.5195
H -2.2651 -3.3484 -1.0872
H -1.6671 -2.7855 -3.8986
C 3.9584 -1.0100 -0.9966
C 2.6225 -0.8190 -0.7201
N 2.1308 0.4102 -0.4955
C 2.9465 1.4682 -0.5218
C 4.3087 1.3519 -0.7407
C 4.8111 0.0828 -1.0043
C 5.1833 2.5394 -0.7219
C 5.1985 3.5251 0.1744
C 4.4141 3.6615 1.4198
C 4.2402 4.9206 1.9784
C 3.4994 5.0045 3.1453
N 2.9854 3.9317 3.7374
C 3.2278 2.7727 3.1370
N 3.9052 2.5730 2.0137
H 4.3213 -2.0096 -1.1868
H 1.9082 -1.6292 -0.6944
H 2.4880 2.4315 -0.3425
H 5.8680 -0.0489 -1.1995
H 5.8842 2.6066 -1.5472
H 5.8769 4.3497 -0.0131
H 4.6619 5.8022 1.5163
H 3.3149 5.9598 3.6228
H 2.8251 1.8914 3.6241
O -2.7294 3.1830 0.3744
N -1.7423 2.5695 0.1012
O -0.6706 3.0547 -0.3076
O -1.7480 1.2498 0.2455
C -0.6387 2.1454 5.6993
C -1.4702 2.1923 4.5884
C -1.1766 1.4318 3.4672
C -0.0476 0.6182 3.4703
C 0.7800 0.5564 4.5859
C 0.4819 1.3280 5.6997
As 0.3487 -0.4378 1.9192
C -0.7344 -2.0134 1.9236
C -2.1051 -2.1072 1.7712
C -2.6899 -3.3668 1.7949
C -1.8991 -4.4989 1.9555
C -0.5231 -4.3929 2.1051
C 0.0739 -3.1392 2.0959
C 1.5209 -2.8621 2.2771
C 2.5172 -3.8127 2.4626
C 3.8341 -3.4087 2.6368
C 4.1798 -2.0618 2.6229
C 3.2002 -1.0990 2.4240
C 1.8867 -1.5110 2.2640
H -0.8659 2.7473 6.5689
H -2.3464 2.8265 4.5893
H -1.8254 1.4766 2.6021
H 1.6468 -0.0934 4.5941
H 1.1266 1.2888 6.5674
H -2.7126 -1.2199 1.6382
H -3.7622 -3.4663 1.6901
H -2.3623 -5.4765 1.9707
H 0.0727 -5.2867 2.2367
H 2.2741 -4.8671 2.4777
H 4.6024 -4.1555 2.7876
H 5.2108 -1.7649 2.7614
H 3.4658 -0.0474 2.3793
*
```

=====

No. 3
The following is a DFT calculation (ωB97M-V with the def2-TZVPD basis set) of a 5-piece molecular cluster, C32H39F3O12 overall.

- Frontier orbital gap: 7.70 eV
- SMILES string: CCc1ccc(OC[C@H](C)O)c2c1C(=O)C=C(C(F)(F)F)C2=O.O=C1CCCO1.O=C1CCCO1.O=C1CCCO1.O=C1CCCO1

```
! RIJCOSX wB97M-V def2-TZVPD def2/J DEFGRID3
* xyz 0 1
C 2.8249 -1.2573 1.3800
C 1.8492 -0.1828 0.8440
C 0.5428 -0.8000 0.4067
C 0.5832 -2.0542 -0.2162
C -0.5674 -2.6900 -0.6441
C -1.8202 -2.1087 -0.4947
O -2.9555 -2.7494 -0.9179
C -3.2306 -3.9808 -0.2697
C -4.0718 -3.8385 1.0155
C -5.5680 -4.0237 0.7859
O -3.8349 -2.6181 1.7001
C -1.8944 -0.8433 0.0983
C -0.7220 -0.2012 0.5556
C -0.8690 1.1166 1.2178
O 0.0035 1.9397 1.3416
C -2.2005 1.4093 1.8064
C -3.3108 0.8235 1.3755
C -4.6406 1.1761 1.9797
F -5.6374 0.4238 1.5171
F -4.6305 1.0549 3.3108
F -4.9574 2.4601 1.7003
C -3.2020 -0.1529 0.2544
O -4.1141 -0.3307 -0.5099
H 3.4713 -0.8363 2.1456
H 2.2470 -2.0498 1.8558
H 3.4081 -1.7154 0.5855
H 1.7233 0.5400 1.6368
H 2.3387 0.2836 -0.0149
H 1.5130 -2.5642 -0.3930
H -0.4894 -3.6567 -1.1236
H -3.8118 -4.5740 -0.9717
H -2.3179 -4.5288 -0.0392
H -3.7518 -4.6341 1.6929
H -6.0022 -3.1411 0.3184
H -6.0404 -4.2116 1.7476
H -5.7373 -4.9051 0.1714
H -4.6458 -2.1032 1.7170
H -2.2783 2.1437 2.5972
O -5.6031 8.6749 3.5939
C -5.6339 7.7227 2.8730
C -5.3079 6.2832 3.2287
C -5.1374 5.6336 1.8573
C -6.0566 6.4831 0.9917
O -6.0178 7.7976 1.5742
H -6.1495 5.8627 3.7808
H -4.4060 6.2338 3.8318
H -5.3806 4.5765 1.8332
H -4.1047 5.7489 1.5235
H -7.0893 6.1278 1.0102
H -5.7260 6.5439 -0.0424
O 4.0136 0.6530 -1.1020
C 4.1545 1.7121 -1.6416
C 5.1986 2.0895 -2.6752
C 5.1254 3.6155 -2.6729
C 3.6753 3.8585 -2.2760
O 3.3324 2.7602 -1.4140
H 4.9052 1.6640 -3.6360
H 6.1762 1.7151 -2.3866
H 5.3937 4.0773 -3.6209
H 5.7905 4.0133 -1.9053
H 3.0011 3.8457 -3.1351
H 3.5347 4.7903 -1.7341
O 1.7389 -2.3734 -2.9040
C 1.2018 -2.0366 -3.9162
C 0.1253 -0.9789 -4.0687
C -0.4337 -1.2768 -5.4583
C 0.7765 -1.8786 -6.1609
O 1.5161 -2.5543 -5.1293
H 0.5953 0.0044 -4.0146
H -0.6213 -1.0770 -3.2844
H -0.8400 -0.4079 -5.9721
H -1.2259 -2.0227 -5.3821
H 1.4212 -1.1162 -6.6042
H 0.5048 -2.5980 -6.9295
O 4.3735 -4.6081 2.6925
C 5.4114 -4.0231 2.7751
C 6.3547 -3.6737 1.6390
C 7.6414 -3.3133 2.3791
C 7.1042 -2.7929 3.7060
O 5.8977 -3.5359 3.9439
H 5.9418 -2.8232 1.0944
H 6.4804 -4.5206 0.9712
H 8.2693 -2.5926 1.8587
H 8.2330 -4.2143 2.5478
H 6.8524 -1.7308 3.6635
H 7.7899 -2.9582 4.5337
*
```

=====

Calculated E (eV), listed in the same order as above: -51531.5443; -116548.0127; -66539.1650
Calculated energy above the lowest of the compared OMol25 structures with the same formula, charge and spin (kcal/mol), listed in the same order as above: 2.1; 12.1; 0.0